Entry from OMol25: a structure of composition C4H4N2O2S in a non-equilibrium geometry (ωB97M-V with the def2-TZVPD basis set).

```
13
Properties=species:S:1:pos:R:3:lowdin_charge:R:1
C -0.179 -0.135 0.705 -0.4034
C -0.320 0.724 1.863 -0.3831
C 0.734 0.394 -0.132 -0.3109
C 0.711 0.220 -1.598 -0.4693
H -0.976 -1.687 -0.340 0.1082
H -1.709 -1.560 1.301 0.1287
H -0.378 0.095 2.905 0.1323
H -0.285 -0.619 -2.917 0.1825
N -0.949 -1.277 0.634 0.0874
N 1.329 1.585 0.185 -0.1999
O -0.147 -0.656 -1.928 0.1264
O 1.292 1.016 -2.442 0.0235
S 0.879 1.901 1.764 0.9777
```

Its total energy is -22121.431 eV. The molar mass is 144.2 Da. The calculation puts the max |F| at 7.5 eV Å⁻¹. As for the energy above the lowest of the compared OMol25 structures with the same formula, charge and spin: 51.0 kcal per mole. For the highest occupied orbital energy, the calculation gives -8.54 eV. The spin multiplicity is 1. The LUMO energy is -0.2 eV.